No. 1
Computed, not measured: a single C11H9BrN2 molecule at a distorted geometry, with the ωB97M-V functional and the def2-TZVPD basis.

Computed properties:
LUMO in eV: -1.31
Gap between HOMO and LUMO in eV: 6.86
Highest occupied orbital energy in eV: -8.17

```
! RIJCOSX wB97M-V def2-TZVPD def2/J DEFGRID3
* xyz 0 1
C 0.6265 -0.6275 2.7848
C -1.8933 1.0898 0.5411
C 1.3104 2.7263 -0.8540
C -1.6063 -0.0589 1.3654
C 2.5369 2.3868 -0.4049
C -0.2723 -0.6066 1.7649
C 0.3972 1.7056 -0.3763
C 1.1898 0.9252 0.4390
C -1.0643 1.6868 -0.3582
C -1.0178 -1.3581 0.7910
C -0.5499 -1.7766 -0.6308
N 1.2712 -0.8511 3.7150
N 2.4387 1.3856 0.5160
Br -1.8409 2.7071 -1.7993
H -2.8950 1.4289 0.5334
H 1.1094 3.6137 -1.5901
H -2.4766 -0.2595 2.0658
H 3.4688 2.9207 -0.3279
H -1.3576 -2.2724 1.2962
H -1.1670 -1.5759 -1.4150
H -0.6199 -2.8525 -0.4456
H 0.4681 -1.3824 -0.9155
H 3.1192 1.3079 1.2243
*
```

natural (NBO) population analysis, charges in e, atoms 1 to 6:
1. C 0.211
2. C -0.254
3. C -0.259
4. C -0.255
5. C -0.087
6. C 0.066

---

No. 2
Computed, not measured: a molecular structure, C11H9BrO7Pt, with the ωB97M-V functional and the def2-TZVPD basis.

Computed properties:
LUMO (spin up / spin down) in eV: -0.14 / -2.30
Gap between HOMO and LUMO (spin up / spin down) in eV: 9.50 / 7.35
Highest occupied orbital energy (spin up / spin down) in eV: -9.64 / -9.65

```
! RIJCOSX wB97M-V def2-TZVPD def2/J DEFGRID3
* xyz 0 3
Pt 1.2418 -0.3140 0.8559
O 1.4100 3.5331 1.8211
C 0.9778 2.3236 1.3818
O 1.9388 1.3452 1.5315
C -0.3351 1.9688 2.0999
O -0.4996 0.5514 2.1151
C -1.6467 -0.0525 1.5144
C -1.3274 -1.4693 1.0210
O -2.2136 -2.2637 0.8773
O -0.0576 -1.7585 0.7550
H 2.1668 3.7730 1.2538
H -0.2713 2.3180 3.1305
H -1.1652 2.4593 1.5927
H -2.4512 -0.1349 2.2463
H -1.9900 0.5454 0.6637
Br -1.5051 -0.1482 -4.2079
C -0.1977 1.1716 -3.8694
C 0.4232 1.8157 -4.9280
C 1.3861 2.7829 -4.6671
C 1.7308 3.0944 -3.3636
C 1.0937 2.4432 -2.3133
C 0.1222 1.4797 -2.5578
C 1.5065 2.7589 -0.9227
O 2.5475 3.2973 -0.6283
O 0.5808 2.3780 -0.0309
H 0.1563 1.5644 -5.9442
H 1.8711 3.2879 -5.4907
H 2.4885 3.8330 -3.1451
H -0.3802 0.9780 -1.7393
*
```

natural (NBO) population analysis, charges in e, atoms 1 to 6:
1. Pt 1.075
2. O -0.700
3. C 0.709
4. O -0.716
5. C -0.107
6. O -0.537

---

No. 3
Computed, not measured: a single C11H9ClN2O2S molecule at a distorted geometry, with the ωB97M-V functional and the def2-TZVPD basis.

Computed properties:
LUMO in eV: 0.50
Gap between HOMO and LUMO in eV: 9.20
Highest occupied orbital energy in eV: -8.70

```
! RIJCOSX wB97M-V def2-TZVPD def2/J DEFGRID3
* xyz 0 1
O 0.2992 -0.5945 -1.3519
C 0.2216 -0.9119 -0.1945
N -0.7799 -0.6465 0.6783
C -1.9739 0.0514 0.4584
C -2.2973 0.6159 -0.7705
C -3.4950 1.2921 -0.9187
C -4.3757 1.4137 0.1425
C -4.0526 0.8519 1.3664
C -2.8593 0.1740 1.5265
O 1.1739 -1.6400 0.4555
C 2.3280 -1.9754 -0.3121
C 3.3181 -0.8588 -0.3221
C 3.3168 0.2507 -1.1119
N 4.3111 1.1377 -0.8845
C 5.0825 0.7511 0.0634
Cl 6.4266 1.6200 0.5981
S 4.6471 -0.7851 0.7940
H -0.6447 -1.0133 1.6109
H -1.6138 0.5219 -1.5971
H -3.7397 1.7277 -1.8757
H -5.3082 1.9427 0.0182
H -4.7318 0.9408 2.2011
H -2.6082 -0.2641 2.4824
H 2.0176 -2.1962 -1.3399
H 2.7440 -2.8653 0.1621
H 2.5937 0.4594 -1.8791
*
```

natural (NBO) population analysis, charges in e, atoms 1 to 6:
1. O -0.639
2. C 0.896
3. N -0.629
4. C 0.237
5. C -0.277
6. C -0.184

---

No. 4
Computed, not measured: a molecular structure, C11H9N2O4RuS2, with the ωB97M-V functional and the def2-TZVPD basis.

Computed properties:
LUMO (spin up / spin down) in eV: -0.79 / -1.73
Gap between HOMO and LUMO (spin up / spin down) in eV: 6.90 / 6.30
Highest occupied orbital energy (spin up / spin down) in eV: -7.69 / -8.03

```
! RIJCOSX wB97M-V def2-TZVPD def2/J DEFGRID3
* xyz 0 6
Ru 0.0641 0.1244 0.0828
S -0.7531 -1.8738 -0.9109
C 0.6679 -2.4647 -1.7534
C 0.5441 -3.6784 -2.4339
C 1.6083 -4.2141 -3.1337
C 2.8247 -3.5446 -3.1593
C 2.9643 -2.3447 -2.4873
C 1.8961 -1.7839 -1.7833
S 2.1889 -0.2558 -0.9707
H -0.4077 -4.1932 -2.4016
H 1.4882 -5.1547 -3.6553
H 3.6671 -3.9555 -3.7005
H 3.9075 -1.8136 -2.4957
O 0.8687 1.0120 3.9275
N 0.6516 0.7795 2.7605
O 1.2352 1.4004 1.8232
O -0.1666 -0.1350 2.4011
O -1.0863 1.8593 -0.7168
N -1.4797 2.3774 0.4457
C -2.6335 1.9546 1.0060
C -3.0821 2.5009 2.1850
C -2.3418 3.4940 2.8102
C -1.1527 3.9018 2.2256
C -0.7396 3.3332 1.0424
H -3.1434 1.1687 0.4700
H -4.0050 2.1393 2.6143
H -2.6829 3.9368 3.7347
H -0.5279 4.6497 2.6910
H 0.1851 3.5766 0.5447
*
```

natural (NBO) population analysis, charges in e, atoms 1 to 6:
1. Ru 1.279
2. S -0.149
3. C -0.208
4. C -0.196
5. C -0.219
6. C -0.205

---

no.,molecular weight (g/mol)
1,249.11
2,528.17
3,268.72
4,398.41